# 1
22
Properties=species:S:1:pos:R:3:lowdin_charge:R:1 method="wB97M-V/def2-TZVPD" relative_energy_ev=3.201 homo_ev=-12.6 charge=+1 largest_force_ev_per_a=6.96 orbital_gap_ev=9.4
N -0.36 -0.37 -0.63 0.15
C 0.57 0.30 -1.50 -0.20
C 0.98 1.76 -1.36 -0.29
N 2.29 2.13 -1.03 0.01
H 0.26 -1.15 -0.12 0.20
H -0.91 0.03 0.10 0.14
H -1.01 -1.05 -1.22 0.16
H 1.49 -0.26 -1.57 0.14
H 0.34 -0.02 -2.38 0.07
H 0.55 2.16 -2.38 0.15
H 0.34 2.13 -0.51 0.13
H 2.61 2.96 -0.69 0.04
H 2.98 1.66 -1.68 0.12
H 0.76 -3.21 1.96 -0.03
H -0.91 -3.17 1.85 0.12
O 0.03 -2.73 1.79 -0.05
H -0.79 2.10 3.20 0.04
H 0.29 1.80 2.31 0.03
O -0.33 1.32 2.89 -0.06
H -3.21 -1.30 -0.22 0.07
H -2.75 -2.64 -0.96 0.11
O -2.56 -1.68 -0.79 -0.04


# 2
63
Properties=species:S:1:pos:R:3:mulliken_spin:R:1 method="wB97M-V/def2-TZVPD" spin_multiplicity=5 homo_ev="-3.8 / -4.2" charge=-1 largest_force_ev_per_a=2.69 orbital_gap_ev="5.9 / 6.3"
Cr -0.33 2.17 1.75 3.73
C 0.29 -3.23 -5.83 0.00
O -0.90 -2.75 -5.26 0.00
C -1.35 -3.39 -4.13 0.02
C -0.94 -4.65 -3.72 -0.01
C -1.45 -5.21 -2.56 0.02
C -2.33 -4.49 -1.74 -0.01
C -2.76 -3.23 -2.19 0.02
C -2.30 -2.70 -3.37 -0.01
N -2.81 -5.08 -0.58 0.09
N -3.14 -4.39 0.43 -0.02
C -2.57 -3.21 0.81 0.02
C -3.34 -2.35 1.59 -0.03
C -2.94 -1.07 1.89 0.05
C -1.69 -0.56 1.48 -0.07
O -1.38 0.66 1.71 -0.10
C -0.80 -1.49 0.80 0.01
N 0.42 -1.03 0.46 -0.01
C 1.27 -1.84 -0.13 0.01
C 1.00 -3.19 -0.36 -0.01
C -0.24 -3.68 -0.03 0.01
C -1.21 -2.81 0.50 -0.01
H 0.58 -2.50 -6.58 0.00
H 0.16 -4.20 -6.31 0.00
H 1.09 -3.31 -5.08 0.00
H -0.21 -5.20 -4.30 0.00
H -1.13 -6.19 -2.24 0.00
H -3.47 -2.68 -1.59 0.00
H -2.64 -1.74 -3.72 0.00
H -4.33 -2.69 1.88 0.00
H -3.59 -0.39 2.43 0.01
H 2.22 -1.41 -0.41 0.00
H 1.75 -3.84 -0.79 0.00
H -0.47 -4.73 -0.14 0.00
C -2.82 5.46 2.93 -0.01
C -1.74 4.50 2.51 0.22
N -1.87 3.19 2.38 -0.05
O -3.09 2.60 2.73 0.02
C -0.44 4.96 2.20 -0.13
C 0.02 6.38 2.18 0.01
N 0.41 3.98 1.89 0.03
O 1.61 4.28 1.63 0.18
H -3.76 4.98 3.17 0.00
H -3.01 6.18 2.13 0.01
H -2.49 6.01 3.82 0.01
H -3.75 3.29 2.84 -0.01
H -0.71 7.06 2.61 0.00
H 0.24 6.69 1.16 0.00
H 0.96 6.45 2.74 0.00
I 8.10 1.06 -0.33 0.00
C 6.06 1.28 0.17 0.00
C 5.64 0.96 1.45 0.00
C 4.30 1.11 1.77 0.00
C 3.39 1.56 0.82 -0.01
C 3.84 1.88 -0.46 0.01
C 5.17 1.74 -0.79 0.00
C 1.95 1.68 1.15 -0.04
O 1.55 1.48 2.34 0.02
O 1.10 1.93 0.25 0.01
H 6.34 0.60 2.19 0.00
H 3.93 0.88 2.77 0.01
H 3.11 2.25 -1.17 0.01
H 5.52 1.99 -1.78 0.00


# 3
51
Properties=species:S:1:pos:R:3:lowdin_charge:R:1 method="wB97M-V/def2-TZVPD" smiles="CCOC(=O)CNC(=O)C1CCN(S(=O)(=O)c2ccc(-c3nn[nH]n3)cc2)CC1" relative_energy_ev=0.744 homo_ev=-9.1 largest_force_ev_per_a=1.35 orbital_gap_ev=9.2
C 5.15 -0.92 -5.03 -0.06
C 3.68 -0.55 -5.03 -0.21
H 3.49 0.28 -4.35 0.12
H 3.33 -0.30 -6.04 0.12
O 2.87 -1.67 -4.64 0.00
C 2.70 -1.87 -3.34 -0.48
O 3.16 -1.19 -2.46 0.11
C 1.85 -3.10 -3.07 -0.06
N 1.63 -3.27 -1.66 0.07
C 0.40 -3.11 -1.11 -0.45
O -0.60 -3.06 -1.79 0.08
C 0.44 -3.02 0.41 -0.22
C -0.92 -3.33 1.05 -0.11
C -1.93 -2.22 0.77 -0.19
N -1.43 -0.92 1.17 -0.23
S -1.52 -0.57 2.80 0.68
O -2.68 -1.21 3.33 -0.28
O -0.26 -0.77 3.49 -0.29
C -1.83 1.20 2.71 -0.27
C -0.89 2.10 3.18 -0.04
C -1.16 3.46 3.09 -0.01
C -2.36 3.89 2.53 -0.17
C -3.29 2.97 2.06 -0.01
C -3.02 1.62 2.15 -0.04
H -3.72 0.87 1.80 0.12
H -4.21 3.33 1.63 0.11
C -2.63 5.31 2.45 -0.32
N -3.74 5.85 1.96 0.13
N -3.52 7.14 2.10 -0.05
N -2.35 7.40 2.65 0.01
N -1.78 6.28 2.87 0.07
H -4.18 7.85 1.82 0.16
H -0.45 4.19 3.45 0.11
H 0.02 1.73 3.62 0.11
C -0.17 -0.58 0.56 -0.17
C 0.92 -1.62 0.83 -0.12
H 1.12 -1.63 1.91 0.11
H 1.83 -1.34 0.30 0.11
H 0.14 0.39 0.95 0.12
H -0.34 -0.48 -0.52 0.14
H -2.85 -2.39 1.33 0.11
H -2.16 -2.18 -0.30 0.12
H -1.31 -4.27 0.67 0.12
H -0.79 -3.41 2.13 0.12
H 1.17 -3.76 0.76 0.15
H 2.44 -3.14 -1.08 0.14
H 2.34 -3.98 -3.51 0.14
H 0.87 -2.99 -3.55 0.14
H 5.33 -1.78 -5.67 0.08
H 5.73 -0.07 -5.39 0.08
H 5.48 -1.15 -4.01 0.08


# 4
7
Properties=species:S:1:pos:R:3:lowdin_charge:R:1 method="wB97M-V/def2-TZVPD" smiles="O=C(S)C=S" relative_energy_ev=0.805 homo_ev=-9.7 largest_force_ev_per_a=2.55 orbital_gap_ev=7.7
C 0.69 0.33 -0.08 -0.90
C -0.78 0.58 -0.03 -0.58
H 0.30 -1.92 0.29 -0.20
H -1.08 1.63 0.15 0.07
O 1.57 1.15 -0.12 0.00
S 1.33 -1.27 -0.10 0.88
S -2.03 -0.50 -0.12 0.73


# 5
9
Properties=species:S:1:pos:R:3:lowdin_charge:R:1 method="wB97M-V/def2-TZVPD" relative_energy_ev=2.185 homo_ev="-8.2 / -8.2" largest_force_ev_per_a=3.77 orbital_gap_ev="8.2 / 8.3"
C 0.08 0.51 -1.02 -0.74
C -0.37 -0.23 1.20 -1.68
O 1.39 0.40 -1.10 -0.04
Cl -0.87 -0.46 -1.99 0.72
Cl 0.88 -1.28 1.81 0.51
Cl -0.50 1.17 2.11 0.55
Cl -1.95 -1.10 1.11 0.43
H -0.54 1.41 -0.73 0.09
H 1.88 -0.41 -1.39 0.15


# 6
68
Properties=species:S:1:pos:R:3:lowdin_charge:R:1 method="wB97M-V/def2-TZVPD" relative_energy_ev=0.000 homo_ev=-8.9 largest_force_ev_per_a=0.60 orbital_gap_ev=8.1
Pb 1.80 -2.76 -2.42 1.35
S -0.80 2.83 -2.02 0.56
C -1.02 1.29 -1.23 -1.64
S -2.01 1.21 -2.66 0.53
S -0.54 0.46 0.03 0.78
C -2.32 3.25 2.43 -0.03
C -3.11 2.17 1.74 -0.28
C -3.62 2.36 0.46 -0.07
C -4.35 1.37 -0.17 -0.04
C -4.58 0.16 0.47 -0.26
N -5.39 -0.85 -0.15 0.12
C -5.23 -1.26 -1.45 -0.54
O -6.17 -1.49 -2.19 0.08
N -3.92 -1.41 -1.92 0.13
C -2.86 -2.06 -1.25 -0.22
C -2.94 -2.60 0.03 0.00
C -1.83 -3.23 0.56 -0.03
C -0.68 -3.33 -0.19 -0.15
N -0.60 -2.83 -1.42 -0.05
C -1.65 -2.20 -1.93 -0.12
C -4.08 -0.04 1.75 -0.03
C -3.36 0.96 2.38 -0.04
H -1.86 3.92 1.70 0.08
H -1.52 2.82 3.04 0.06
H -2.95 3.85 3.08 0.09
H -3.43 3.30 -0.06 0.11
H -4.75 1.53 -1.16 0.11
H -6.37 -0.80 0.08 0.15
H -3.96 -1.60 -2.91 0.15
H -3.87 -2.54 0.58 0.10
H -1.86 -3.66 1.56 0.11
H 0.20 -3.82 0.21 0.10
H -1.54 -1.78 -2.93 0.11
H -4.27 -0.98 2.26 0.11
H -2.96 0.80 3.37 0.11
F 1.83 2.17 2.94 0.09
C 1.61 0.85 2.93 -0.21
C 2.46 0.01 2.33 0.06
N 2.23 -1.36 2.33 0.01
C 3.12 -2.25 1.60 -0.03
C 2.60 -2.52 0.21 -0.71
O 2.92 -3.58 -0.37 -0.11
O 1.87 -1.65 -0.34 -0.18
C 1.07 -1.90 2.83 -0.47
O 0.79 -3.07 2.71 0.09
N 0.23 -1.00 3.46 0.23
C 0.39 0.38 3.57 -0.41
O -0.43 1.08 4.13 0.08
H 3.35 0.35 1.82 0.15
H 3.23 -3.19 2.13 0.14
H 4.09 -1.77 1.50 0.12
H -0.61 -1.38 3.85 0.17
O 5.03 -0.74 -0.39 -0.28
S 5.08 -0.47 -1.80 0.66
O 6.20 -0.95 -2.55 -0.27
N 3.66 -0.98 -2.51 -0.22
C 2.90 0.05 -2.86 -0.81
S 1.33 -0.15 -3.44 0.59
C 3.53 1.38 -2.66 -0.22
C 3.02 2.63 -2.97 -0.02
C 3.81 3.74 -2.68 -0.05
C 5.06 3.59 -2.09 -0.06
C 5.57 2.34 -1.78 -0.03
C 4.78 1.25 -2.08 -0.21
H 2.04 2.72 -3.41 0.09
H 3.44 4.73 -2.91 0.11
H 5.66 4.47 -1.88 0.11
H 6.55 2.22 -1.33 0.12